# C6H15NO

C6H15NO as an isolated structure in a non-equilibrium geometry (ωB97M-V/def2-TZVPD, the Open Molecules 2025 dataset).

- HOMO level (eV) = -7.94
- multiplicity = 1
- LUMO energy (eV) = 0.875
- frontier orbital gap (eV) = 8.81
- F_max (hartree/bohr) = 0.0782
- relative energy (zero: lowest compared OMol25 entry of this formula, charge and spin) (eV) = 4.410

Geometry as XYZ:
```
23
Properties=species:S:1:pos:R:3:forces:R:3
C -0.521396 -1.245778 -1.202465 1.77 0.93 3.49
C 0.156841 -1.623080 0.675321 -1.20 -2.59 -2.32
C 1.660172 -1.804074 0.671173 0.01 0.08 -0.27
O -1.762801 -0.729255 -1.185584 -0.89 0.72 0.53
H -1.815861 -0.066023 -0.423569 0.10 -0.73 -0.80
H 0.293215 -0.521175 -1.237588 -0.08 -0.03 -1.04
H -0.461175 -2.105786 -1.869141 0.22 -0.20 0.55
H -0.332829 -2.593915 0.616006 0.36 -0.66 0.01
H -0.235427 -1.343004 1.651774 -0.23 0.99 -0.38
H 2.029832 -2.087415 -0.319398 -0.09 -0.02 0.01
H 1.975993 -2.594954 1.356496 -0.01 0.05 0.05
H 2.200619 -0.896013 0.939507 -0.02 0.12 0.06
C -0.103451 2.238752 -1.247116 0.01 -0.14 -0.13
N -1.435345 0.919291 1.004316 0.35 -0.23 0.05
C -0.003528 0.896921 0.912365 0.37 2.99 -1.32
C 0.613970 1.518775 -0.139541 -0.72 -0.46 1.63
H -1.769795 0.553630 1.886148 -0.07 0.11 -0.13
H -1.837754 1.832039 0.810128 0.12 -0.12 0.12
H 0.543455 0.708105 1.827339 0.04 -0.52 -0.28
H 1.689099 1.627421 -0.100203 0.05 -0.15 0.07
H 0.603568 2.583794 -2.007323 -0.14 -0.05 0.12
H -0.845520 1.611081 -1.743093 -0.03 -0.07 -0.04
H -0.641879 3.120662 -0.875554 0.09 -0.03 0.01
```
Forces are in eV/Å.

# C6H15NO

A 3-piece molecular cluster, C6H15NO overall in a non-equilibrium geometry (ωB97M-V/def2-TZVPD, the Open Molecules 2025 dataset).

- HOMO level (eV) = -8.40
- multiplicity = 1
- structure (SMILES) = C=CN.CC=O.CC
- LUMO energy (eV) = 0.944
- frontier orbital gap (eV) = 9.34
- F_max (hartree/bohr) = 0.0295
- relative energy (zero: lowest compared OMol25 entry of this formula, charge and spin) (eV) = 2.225

Geometry as XYZ:
```
23
Properties=species:S:1:pos:R:3:forces:R:3
C 1.114173 -1.342206 0.941067 1.45 -0.24 -0.37
C -1.376587 -0.207782 1.148590 -1.16 0.75 0.02
C -1.091420 1.095634 1.192453 -0.07 -0.20 0.10
C 1.039916 1.988885 -1.223784 0.14 -0.58 0.12
C 0.753145 -2.728612 1.382393 -0.56 0.12 -0.14
C 0.074405 1.683972 -2.359597 0.09 0.07 0.08
N -1.849278 -0.866443 0.018138 0.11 -0.07 -0.17
O 1.277165 -1.016499 -0.212709 -0.30 -0.33 0.51
H 1.074763 1.139768 -0.520284 -0.12 0.66 -0.18
H 1.437660 -0.682689 1.769548 -0.30 0.23 -0.12
H -1.528815 -0.750042 2.073903 0.41 -0.21 0.04
H -1.638891 -0.383445 -0.845257 0.03 -0.07 0.03
H -1.615477 -1.845217 -0.056493 0.00 0.04 0.06
H -0.867748 1.581692 2.129187 0.00 -0.02 0.06
H -1.133734 1.717175 0.305995 0.15 -0.10 0.05
H 2.052847 2.087989 -1.603472 0.16 0.13 -0.12
H 0.774099 2.914371 -0.720292 0.01 0.05 0.19
H -0.045563 -2.687674 2.122306 -0.01 -0.05 0.12
H 1.620750 -3.178405 1.861211 0.11 0.00 0.04
H 0.438998 -3.336565 0.539271 0.04 -0.07 -0.09
H -0.957722 1.669541 -2.004963 -0.07 -0.01 -0.06
H 0.301707 0.711538 -2.791165 -0.04 -0.08 -0.11
H 0.145606 2.435014 -3.146043 -0.09 -0.01 -0.07
```
Forces are in eV/Å.

# C6H15NO

A 2-piece molecular cluster, C6H15NO overall in a non-equilibrium geometry (ωB97M-V/def2-TZVPD, the Open Molecules 2025 dataset).

- HOMO level (eV) = -9.74
- multiplicity = 1
- structure (SMILES) = CCC(N)=O.CCC
- LUMO energy (eV) = 0.754
- frontier orbital gap (eV) = 10.50
- F_max (hartree/bohr) = 0.0957
- relative energy (zero: lowest compared OMol25 entry of this formula, charge and spin) (eV) = 1.586

Geometry as XYZ:
```
23
Properties=species:S:1:pos:R:3:forces:R:3
C -1.649139 2.106306 0.466736 0.12 -0.19 0.10
C -2.404765 1.080592 -0.390417 -0.67 0.54 -0.57
C -0.586587 2.902924 -0.322844 0.61 0.38 -0.81
H -2.375314 2.802395 0.812182 -0.83 0.73 0.15
H -1.317582 1.694872 1.441314 0.52 -0.09 -0.76
H -1.851625 0.596311 -1.215166 -0.13 0.50 0.35
H -0.537980 4.024981 -0.048709 0.02 -1.91 -0.23
H -3.338297 1.549768 -0.743473 0.68 0.31 -0.81
H -2.913266 0.312614 0.134377 0.24 -1.16 1.19
H 0.423548 2.414154 -0.164960 -0.98 0.80 -0.40
H -0.833025 2.864644 -1.452357 0.45 0.04 1.78
C 1.008336 -2.239945 -0.538114 -1.49 2.91 -1.87
C 0.897810 -3.097534 0.627915 1.79 -2.05 2.91
C 1.993812 -1.030058 -0.577518 0.50 -2.52 1.81
O 2.750009 -0.912616 -1.507324 -0.08 0.86 -0.72
N 2.205381 -0.376059 0.613021 1.07 -0.63 -3.90
H 1.169059 -2.742542 -1.472148 0.42 -0.47 -0.28
H 0.010499 -1.791048 -0.681653 0.06 0.06 -0.18
H 0.547924 -4.134650 0.428271 0.00 0.83 -0.16
H 0.301475 -2.711107 1.463584 -0.12 0.11 -0.37
H 2.877120 0.312264 0.635099 1.85 1.62 -0.43
H 1.708820 -0.376297 1.393317 -3.23 -0.69 3.65
H 1.913798 -3.249973 1.098862 -0.81 0.01 -0.44
```
Forces are in eV/Å.

# C6H15NO

A single C6H15NO molecule in a non-equilibrium geometry (ωB97M-V/def2-TZVPD, the Open Molecules 2025 dataset).

- HOMO level (eV) = -8.33
- multiplicity = 1
- structure (SMILES) = CC(C)NCCCO
- LUMO energy (eV) = 0.901
- frontier orbital gap (eV) = 9.23
- F_max (hartree/bohr) = 0.1374
- relative energy (zero: lowest compared OMol25 entry of this formula, charge and spin) (eV) = 3.658

Geometry as XYZ:
```
23
Properties=species:S:1:pos:R:3:forces:R:3
C -0.122213 -0.209957 -1.749037 -1.81 2.99 0.85
C -0.089996 1.394235 -1.858811 1.21 -1.99 -2.19
O -1.186596 1.721546 -2.632768 -2.81 2.17 0.25
C -0.940246 -0.485035 -0.513648 0.78 1.50 2.70
N -0.178763 0.078646 0.713545 -0.64 -0.35 -0.79
C 2.076967 -0.687893 1.461038 -3.36 -0.88 6.15
C 0.500304 -0.961521 1.524350 0.39 -0.87 -2.75
C -0.110751 -1.015146 2.917397 -0.48 -4.22 -0.73
H 0.858674 -0.472970 -1.734531 2.73 -1.66 0.09
H -0.672129 -0.500742 -2.601410 -0.14 -0.57 -1.26
H 0.786113 1.810992 -2.386151 0.18 -0.82 -0.14
H -0.007407 1.898448 -0.957707 -0.58 0.78 2.05
H -1.762880 2.425583 -2.210386 1.21 -1.34 -0.75
H -1.798073 0.179352 -0.653565 -0.41 -0.44 0.24
H -1.302623 -1.475452 -0.123433 0.50 0.72 -1.26
H 0.403931 0.908546 0.465278 -0.52 -1.51 0.43
H 2.637115 -1.521845 1.854375 0.23 -0.58 -0.36
H 2.419097 -0.331482 0.587007 1.11 1.33 -2.94
H 2.120146 0.003424 2.377505 0.65 -0.08 -1.74
H 0.202418 -2.045247 0.949832 1.05 2.72 1.77
H 0.238369 -2.020759 3.369195 -0.59 1.49 -0.32
H -1.197663 -1.095712 2.781323 0.16 -0.33 -0.15
H -0.065355 -0.293124 3.662255 1.13 1.94 0.86
```
Forces are in eV/Å.

# C6H15NO

A 3-piece molecular cluster, C6H15NO overall in a non-equilibrium geometry (ωB97M-V/def2-TZVPD, the Open Molecules 2025 dataset).

- HOMO level (alpha / beta) (eV) = -8.26 / -8.26
- multiplicity = 1
- LUMO energy (alpha / beta) (eV) = -0.742 / -0.743
- frontier orbital gap (alpha / beta) (eV) = 7.52 / 7.52
- F_max (hartree/bohr) = 0.0477
- relative energy (zero: lowest compared OMol25 entry of this formula, charge and spin) (eV) = 5.354

Geometry as XYZ:
```
23
Properties=species:S:1:pos:R:3:forces:R:3
C -0.946119 -1.363451 -0.039854 -1.25 0.29 -1.50
C 0.737393 2.361499 -1.227717 -0.24 -0.04 -0.10
C -1.589531 -0.447673 -0.893624 -0.37 -1.53 1.08
C -0.074785 -2.442671 -0.572592 0.17 0.08 0.02
O 0.588304 0.984548 -1.432185 -1.66 -0.68 -0.61
H -1.253205 -1.450633 0.994533 0.28 0.35 0.14
H 1.343022 2.777433 -2.041227 -0.05 0.04 0.04
H 1.255577 2.595884 -0.284570 -0.04 -0.09 0.02
H -0.223065 2.900392 -1.220302 0.11 -0.03 0.01
H -0.640708 0.405092 -1.233996 2.14 1.19 -0.12
H -0.704483 -3.276327 -0.900060 -0.06 0.05 0.00
H -1.778662 -0.814918 -1.902476 0.43 0.19 -0.14
H -2.429803 0.098145 -0.476285 0.14 0.15 0.07
H 0.491557 -2.090253 -1.436384 -0.04 -0.03 0.02
H 0.605663 -2.826914 0.183728 0.00 0.02 0.00
C -0.030332 0.884399 2.067489 -0.03 -0.19 0.15
C 0.767500 0.014070 1.143702 0.59 0.99 -1.45
N 1.696199 -0.726646 1.581690 0.09 -0.48 0.63
H 2.188533 -1.212947 0.829535 -0.10 0.21 -0.07
H 0.698501 0.274329 -0.013072 -0.08 -0.48 1.78
H -1.101016 0.795515 1.874780 -0.06 0.00 0.00
H 0.174895 0.628924 3.106779 -0.01 0.04 0.02
H 0.224566 1.932205 1.892107 0.04 -0.04 0.00
```
Forces are in eV/Å.

# C6H15NO

A 2-piece molecular cluster, C6H15NO overall in a non-equilibrium geometry (ωB97M-V/def2-TZVPD, the Open Molecules 2025 dataset).

- HOMO level (eV) = -7.73
- multiplicity = 1
- structure (SMILES) = CC/C(C)=C(/C)N.O
- LUMO energy (eV) = 0.881
- frontier orbital gap (eV) = 8.61
- F_max (hartree/bohr) = 0.0565
- relative energy (zero: lowest compared OMol25 entry of this formula, charge and spin) (eV) = 1.836

Geometry as XYZ:
```
23
Properties=species:S:1:pos:R:3:forces:R:3
C 1.109056 1.870903 -1.669107 0.16 2.04 -0.48
C -0.127629 1.551772 -0.867472 -1.71 -1.69 -0.25
N 1.500688 0.074110 0.985402 -0.82 1.23 0.01
C 0.498774 -0.570390 0.269949 -1.01 -1.04 -2.15
C -0.337219 0.014856 -0.640308 1.50 2.48 0.20
C -1.415753 -0.497525 -1.600572 0.85 -0.60 2.15
C 0.336650 -2.034041 0.484697 1.13 -0.97 0.22
H 0.958959 1.639359 -2.719428 -0.01 -0.54 -0.10
H 2.074032 1.463311 -1.363580 -0.23 -0.09 0.21
H 1.185742 2.984845 -1.712423 0.35 -0.61 0.20
H -0.284354 2.079355 0.079667 0.52 0.17 -0.10
H -1.009019 1.826159 -1.500833 0.71 0.25 0.58
H 1.655968 1.013698 0.653890 0.28 -0.06 0.32
H 2.319565 -0.380968 1.342057 -0.14 -0.45 -0.21
H -1.384343 -1.586756 -1.480149 -0.59 0.19 -0.99
H -2.379729 -0.117722 -1.255296 -0.13 -0.17 0.01
H -1.271318 -0.085141 -2.598923 0.28 -0.49 -0.08
H -0.142074 -2.235314 1.458147 -0.02 -0.29 -0.53
H -0.205609 -2.401154 -0.383299 -0.34 -0.38 0.56
H 1.293382 -2.628207 0.469169 -0.59 0.78 0.17
H -0.601731 -0.344882 2.197858 -0.19 0.23 0.10
H -1.860460 -1.169300 2.456797 0.02 0.20 0.02
O -1.471358 -0.301376 2.618607 -0.02 -0.19 0.13
```
Forces are in eV/Å.

> Look up the relative energy (zero: lowest compared OMol25 entry of this formula, charge and spin) of the sixth one.

1.836 eV

> Look up the F_max of the fifth one.

0.0477 hartree/bohr

What did the fifth record say?
# C6H15NO

A 3-piece molecular cluster, C6H15NO overall in a non-equilibrium geometry (ωB97M-V/def2-TZVPD, the Open Molecules 2025 dataset).

- HOMO level (alpha / beta) (eV) = -8.26 / -8.26
- multiplicity = 1
- LUMO energy (alpha / beta) (eV) = -0.742 / -0.743
- frontier orbital gap (alpha / beta) (eV) = 7.52 / 7.52
- F_max (hartree/bohr) = 0.0477
- relative energy (zero: lowest compared OMol25 entry of this formula, charge and spin) (eV) = 5.354

Geometry as XYZ:
```
23
Properties=species:S:1:pos:R:3:forces:R:3
C -0.946119 -1.363451 -0.039854 -1.25 0.29 -1.50
C 0.737393 2.361499 -1.227717 -0.24 -0.04 -0.10
C -1.589531 -0.447673 -0.893624 -0.37 -1.53 1.08
C -0.074785 -2.442671 -0.572592 0.17 0.08 0.02
O 0.588304 0.984548 -1.432185 -1.66 -0.68 -0.61
H -1.253205 -1.450633 0.994533 0.28 0.35 0.14
H 1.343022 2.777433 -2.041227 -0.05 0.04 0.04
H 1.255577 2.595884 -0.284570 -0.04 -0.09 0.02
H -0.223065 2.900392 -1.220302 0.11 -0.03 0.01
H -0.640708 0.405092 -1.233996 2.14 1.19 -0.12
H -0.704483 -3.276327 -0.900060 -0.06 0.05 0.00
H -1.778662 -0.814918 -1.902476 0.43 0.19 -0.14
H -2.429803 0.098145 -0.476285 0.14 0.15 0.07
H 0.491557 -2.090253 -1.436384 -0.04 -0.03 0.02
H 0.605663 -2.826914 0.183728 0.00 0.02 0.00
C -0.030332 0.884399 2.067489 -0.03 -0.19 0.15
C 0.767500 0.014070 1.143702 0.59 0.99 -1.45
N 1.696199 -0.726646 1.581690 0.09 -0.48 0.63
H 2.188533 -1.212947 0.829535 -0.10 0.21 -0.07
H 0.698501 0.274329 -0.013072 -0.08 -0.48 1.78
H -1.101016 0.795515 1.874780 -0.06 0.00 0.00
H 0.174895 0.628924 3.106779 -0.01 0.04 0.02
H 0.224566 1.932205 1.892107 0.04 -0.04 0.00
```
Forces are in eV/Å.